{
  "formula": "C30H34Cl2CrN7O2SSi",
  "method": "ωB97M-V/def2-TZVPD",
  "elements": ["Cr", "Cl", "C", "C", "C", "N", "C", "O", "C", "C", "C", "C", "C", "N", "C", "C", "C", "Cl", "N", "C", "O", "C", "C", "C", "C", "C", "N", "H", "H", "H", "H", "H", "H", "H", "H", "H", "H", "C", "Si", "C", "C", "C", "C", "C", "C", "N", "C", "S", "H", "H", "H", "H", "H", "H", "H", "H", "H", "H", "H", "H", "C", "C", "C", "C", "N", "N", "H", "H", "H", "H", "H", "H", "H", "H", "H", "H", "H", "H"],
  "xyz": [[-0.05961, -0.57187, 1.35353], [2.76030, -6.66141, 1.63635], [1.59100, -5.39928, 1.66548], [1.98899, -4.10029, 1.94251], [1.03979, -3.08219, 1.96218], [1.26729, -1.74512, 2.14859], [2.31370, -1.21040, 2.80817], [3.35010, -1.74786, 3.17892], [2.00727, 0.22826, 3.07447], [2.94014, 1.08501, 3.63603], [2.60123, 2.41036, 3.84601], [1.30943, 2.80921, 3.52017], [0.42671, 1.88964, 2.99095], [0.76267, 0.62330, 2.72509], [-0.33759, -3.36924, 1.75188], [-0.70749, -4.68084, 1.46094], [0.25277, -5.67995, 1.40289], [-0.24694, -7.28249, 1.00791], [-1.16618, -2.25801, 1.83250], [-2.50543, -2.39842, 1.88401], [-3.15003, -3.44096, 1.91924], [-3.22127, -1.08193, 1.87080], [-4.52878, -1.02322, 1.39754], [-5.17410, 0.19828, 1.37347], [-4.50467, 1.30351, 1.87527], [-3.21547, 1.13935, 2.35720], [-2.56390, -0.01448, 2.32006], [3.02762, -3.87471, 2.12878], [3.91594, 0.69178, 3.87500], [3.31253, 3.11278, 4.24904], [0.99273, 3.82840, 3.67555], [-0.58848, 2.17333, 2.75213], [-1.74345, -4.92883, 1.29323], [-5.01087, -1.92793, 1.06594], [-6.17670, 0.28609, 0.98168], [-4.97532, 2.27393, 1.89044], [-2.68419, 1.97917, 2.78955], [-1.12614, 4.49964, -1.22373], [0.64350, 4.06709, -1.76075], [1.80914, 5.46105, -1.16773], [0.82892, 3.94295, -3.66112], [1.38084, 2.46384, -1.03687], [2.73321, 2.22452, -1.22414], [3.34442, 1.07519, -0.73384], [2.58278, 0.18602, -0.00460], [1.29380, 0.40853, 0.23062], [0.69096, 1.49392, -0.29706], [-0.98471, 1.48232, 0.06642], [-1.42405, 5.45483, -1.64430], [-1.19374, 4.57929, -0.14400], [-1.85328, 3.75723, -1.53003], [1.53265, 6.40830, -1.61878], [2.84146, 5.26621, -1.44013], [1.77408, 5.58652, -0.08994], [0.54783, 4.88608, -4.11750], [0.21642, 3.16669, -4.10817], [1.86007, 3.74508, -3.94129], [3.32420, 2.94411, -1.77098], [4.39536, 0.89857, -0.89751], [3.00778, -0.71808, 0.40975], [0.39278, -1.20419, -4.18537], [-0.51769, -1.76352, -3.08995], [-1.98671, -1.43216, -3.39341], [-0.32990, -3.27927, -2.97932], [-0.04534, -1.13331, -1.84494], [-0.65925, -1.58464, -0.63953], [0.18043, -1.67596, -5.13889], [1.43179, -1.38376, -3.92819], [0.25472, -0.13276, -4.29889], [-2.29713, -1.93730, -4.30328], [-2.12615, -0.36004, -3.52523], [-2.63844, -1.77050, -2.58813], [-0.43584, -3.73574, -3.95937], [-1.07828, -3.72086, -2.32426], [0.66094, -3.50425, -2.59108], [-0.21011, -0.12871, -1.91592], [-0.43380, -2.57824, -0.54000], [-1.68725, -1.50766, -0.69207]],
  "forces_ev_per_a": [[-2.71, -0.44, -0.28], [0.31, -0.11, 0.01], [-0.52, -0.08, -0.09], [-0.13, 0.34, 0.00], [-0.35, -1.41, -0.33], [0.35, 0.78, -0.11], [-0.10, -0.50, -0.08], [-0.16, 0.25, -0.02], [-0.04, 0.52, 0.24], [-0.04, -0.16, -0.05], [-0.45, -0.19, -0.25], [0.32, 0.05, 0.23], [-0.37, -0.05, -0.04], [0.96, 0.68, 1.14], [0.75, -0.78, 0.22], [-0.15, 0.17, -0.01], [0.44, 0.17, 0.13], [-0.12, -0.17, -0.04], [0.24, 0.49, -0.07], [0.32, 0.00, -0.06], [-0.17, 0.12, -0.07], [-0.36, 0.10, -0.01], [0.05, 0.02, 0.11], [0.20, -0.01, 0.04], [0.00, -0.02, 0.09], [-0.17, 0.33, -0.01], [0.46, -0.30, -0.15], [0.00, -0.01, 0.02], [0.05, -0.09, 0.02], [0.09, 0.07, 0.06], [-0.11, 0.05, 0.03], [0.10, -0.03, -0.13], [0.07, 0.00, 0.03], [0.03, -0.15, -0.03], [-0.07, 0.02, -0.02], [0.01, 0.11, 0.07], [-0.01, 0.04, -0.11], [0.56, -0.24, -0.22], [0.20, 0.37, -0.22], [-0.43, -0.51, -0.23], [-0.15, 0.08, 0.75], [-0.05, 0.23, -0.03], [-0.16, -0.05, 0.00], [0.02, -0.09, 0.12], [0.53, 0.06, -0.18], [0.76, 0.27, -0.84], [-0.21, -0.05, 0.04], [-0.51, -0.26, 0.16], [0.07, 0.26, -0.17], [0.06, -0.01, 0.22], [-0.06, -0.17, -0.10], [-0.11, 0.20, -0.12], [0.20, -0.08, -0.08], [-0.06, -0.04, 0.22], [-0.09, 0.24, -0.10], [-0.17, -0.18, 0.02], [0.20, -0.05, 0.05], [0.16, 0.08, -0.10], [0.06, -0.12, 0.00], [0.01, -0.04, 0.01], [-0.15, -0.14, 0.25], [-0.08, -0.11, -0.09], [0.32, -0.08, 0.10], [-0.05, 0.35, -0.01], [0.23, 0.09, -0.13], [-0.04, 0.29, 0.02], [-0.08, -0.06, -0.17], [0.16, -0.06, 0.03], [-0.05, 0.24, 0.00], [-0.12, -0.05, -0.13], [0.00, 0.10, -0.01], [-0.11, -0.04, 0.03], [-0.03, -0.09, -0.09], [-0.05, -0.13, 0.07], [0.12, -0.07, 0.02], [-0.02, -0.20, 0.25], [-0.01, 0.33, 0.07], [0.42, -0.06, 0.12]],
  "energy_ha": -4350.01494,
  "charge": 0,
  "relative_energy_kj_mol": 59.04,
  "orbital_gap_ev": [6.52, 6.52],
  "lumo_energy_ev": [-0.7, -0.9],
  "multiplicity": 2,
  "homo_ha": [-0.2667, -0.2744]
}

=====

{
  "formula": "C30H34Cl2MoN5O3P2S4",
  "method": "ωB97M-V/def2-TZVPD",
  "elements": ["Mo", "O", "N", "C", "C", "C", "C", "C", "C", "C", "P", "C", "C", "C", "C", "C", "C", "C", "C", "C", "C", "C", "C", "H", "H", "H", "H", "H", "H", "H", "H", "H", "H", "H", "H", "H", "H", "H", "H", "C", "C", "S", "C", "C", "S", "H", "H", "H", "H", "H", "H", "S", "C", "C", "N", "C", "S", "C", "N", "N", "C", "P", "O", "O", "C", "N", "H", "H", "H", "H", "H", "H", "H", "H", "H", "H", "Cl", "C", "Cl", "H", "H"],
  "xyz": [[-0.68797, -0.67204, -0.13874], [0.60472, -2.49409, 2.00468], [0.05853, -1.18080, 1.90282], [0.09258, -0.64839, 3.07002], [-0.32253, 0.67938, 3.50838], [-0.29835, 0.83685, 4.90045], [-0.62625, 2.04634, 5.48278], [-0.95292, 3.11861, 4.66572], [-0.96412, 2.97316, 3.28749], [-0.67946, 1.75218, 2.68309], [-0.49177, 1.65958, 0.85877], [-1.69251, 2.86925, 0.22570], [-2.91333, 3.08572, 0.86043], [-3.84730, 3.94629, 0.30789], [-3.57672, 4.59232, -0.89012], [-2.36832, 4.37338, -1.53432], [-1.43212, 3.51344, -0.98304], [1.13392, 2.49313, 0.82934], [2.24901, 1.70010, 1.08515], [3.50323, 2.27107, 1.21627], [3.65438, 3.64443, 1.08118], [2.54815, 4.43750, 0.81854], [1.28927, 3.86699, 0.69503], [-0.10831, -3.04595, 1.62295], [0.43367, -1.30388, 3.86764], [-0.01935, -0.00114, 5.52372], [-0.61189, 2.15663, 6.55718], [-1.19074, 4.07911, 5.10059], [-1.19406, 3.83298, 2.67285], [-3.15772, 2.56756, 1.77834], [-4.79135, 4.10305, 0.81071], [-4.30730, 5.26286, -1.32120], [-2.14830, 4.86851, -2.46985], [-0.49526, 3.34246, -1.49917], [2.13790, 0.62100, 1.14946], [4.36418, 1.64322, 1.40356], [4.63325, 4.09489, 1.17258], [2.66244, 5.50746, 0.70888], [0.43509, 4.50254, 0.49790], [-5.33881, -1.07536, -0.37979], [-3.88265, -1.38372, -0.15198], [-2.86253, -0.01654, 0.15736], [-3.37918, -2.63762, -0.14412], [-4.18728, -3.86791, -0.41973], [-1.69375, -2.88895, 0.19714], [-5.51438, -0.00244, -0.34201], [-5.96984, -1.54544, 0.37468], [-5.66433, -1.42862, -1.35868], [-5.25268, -3.65481, -0.42358], [-3.99405, -4.63643, 0.32960], [-3.92543, -4.28548, -1.39474], [-1.33261, -1.54263, -2.33883], [-0.48031, -0.67475, -3.57457], [-0.52965, -1.26356, -4.87496], [-0.57735, -1.88868, -5.84005], [0.28793, 0.39409, -3.26695], [0.55956, 0.84623, -1.62684], [1.00085, 1.13881, -4.26034], [1.58003, 1.75349, -5.03818], [3.22999, -2.72865, 0.88776], [3.11668, -3.68815, -0.24680], [1.93442, -2.94774, -1.46906], [2.64378, -2.68354, -2.74995], [1.28297, -1.88936, -0.62623], [0.81069, -4.34087, -1.94335], [0.49340, -4.11204, -3.37875], [3.72559, -1.87744, 0.57398], [3.74446, -3.11971, 1.67683], [2.26687, -2.46779, 1.17804], [2.77618, -4.63897, 0.16111], [4.09806, -3.81326, -0.69622], [-0.11729, -4.38963, -1.37594], [1.36019, -5.27962, -1.87428], [0.28533, -4.96624, -3.89475], [1.31432, -3.62095, -3.78893], [-0.32004, -3.46650, -3.43051], [3.93412, 0.07387, -1.76019], [5.59994, -0.45194, -1.76318], [6.04846, -1.22269, -0.19586], [6.26291, 0.39826, -1.88598], [5.74307, -1.20239, -2.53477]],
  "forces_ev_per_a": [[-0.85, 0.12, -1.01], [0.00, 0.21, 0.13], [0.52, 0.10, 0.35], [-0.30, -0.11, -0.12], [0.07, -0.21, -0.05], [-0.06, 0.17, -0.06], [0.00, -0.04, -0.10], [0.00, -0.03, 0.04], [-0.03, -0.02, -0.05], [-0.01, -0.03, 0.03], [0.11, -0.11, 0.09], [0.09, -0.06, -0.07], [-0.08, -0.03, 0.05], [0.01, 0.03, -0.05], [0.00, -0.01, 0.04], [0.00, -0.01, 0.01], [0.07, 0.04, -0.05], [-0.01, -0.09, -0.05], [0.07, -0.08, -0.04], [-0.02, 0.02, -0.04], [0.01, -0.03, 0.01], [0.01, 0.01, -0.01], [-0.03, 0.08, 0.06], [-0.09, -0.08, -0.03], [0.02, 0.00, -0.06], [0.02, -0.06, 0.03], [0.00, 0.00, 0.03], [-0.01, 0.04, 0.02], [0.00, -0.01, 0.00], [0.04, 0.01, 0.01], [-0.03, 0.01, 0.01], [-0.02, 0.02, -0.01], [-0.01, 0.02, -0.02], [-0.06, 0.03, 0.03], [-0.04, 0.03, -0.01], [0.04, 0.00, 0.01], [0.02, 0.01, 0.01], [0.00, 0.01, -0.01], [0.02, -0.03, 0.02], [-0.04, -0.01, -0.03], [-0.01, -0.19, 0.03], [0.31, -0.08, 0.15], [-0.04, 0.20, 0.00], [-0.01, -0.07, -0.02], [0.18, 0.12, 0.16], [0.01, 0.03, 0.00], [-0.02, -0.03, 0.03], [-0.01, 0.00, -0.03], [-0.05, 0.02, 0.01], [0.02, -0.01, 0.00], [0.01, 0.00, 0.00], [0.11, -0.01, 0.20], [0.19, 0.15, -0.03], [-0.06, 0.02, 0.14], [0.04, -0.08, -0.11], [-0.09, -0.14, -0.06], [0.10, -0.10, 0.15], [-0.10, -0.10, 0.10], [0.10, 0.09, -0.11], [0.23, 0.30, 0.04], [0.04, -0.08, 0.00], [0.22, 0.15, -0.11], [-0.15, -0.02, 0.00], [-0.03, -0.11, 0.21], [-0.05, -0.10, 0.14], [-0.29, 0.20, -0.20], [-0.17, -0.22, 0.08], [-0.01, 0.02, -0.05], [-0.01, 0.05, 0.06], [-0.03, -0.03, -0.05], [0.03, -0.05, -0.04], [0.04, 0.01, 0.04], [-0.01, 0.00, 0.07], [-0.01, 0.10, 0.02], [-0.04, 0.03, 0.00], [0.20, -0.08, -0.05], [-0.09, 0.14, 0.13], [0.16, -0.12, 0.01], [-0.05, 0.02, -0.08], [-0.06, -0.06, -0.02], [-0.01, 0.08, 0.05]],
  "energy_ha": -4927.01470,
  "charge": 1,
  "relative_energy_kj_mol": 10.58,
  "orbital_gap_ev": 6.25,
  "lumo_energy_ev": -3.4,
  "multiplicity": 1,
  "homo_ha": -0.3540
}

=====

{
  "formula": "C30H34Cl2N5O6Pd",
  "method": "ωB97M-V/def2-TZVPD",
  "elements": ["Pd", "N", "N", "C", "O", "O", "H", "H", "H", "Cl", "C", "C", "C", "C", "C", "Cl", "C", "N", "C", "C", "C", "C", "C", "C", "C", "C", "O", "O", "H", "H", "H", "H", "H", "H", "H", "H", "H", "H", "C", "C", "C", "C", "O", "H", "H", "H", "H", "H", "H", "H", "H", "H", "C", "N", "N", "C", "O", "C", "C", "C", "C", "C", "C", "C", "C", "C", "H", "H", "H", "H", "H", "H", "H", "H", "H", "H", "H", "H"],
  "xyz": [[2.36257, 0.23724, 0.50416], [4.45175, -1.00017, -0.01184], [4.35683, -2.20882, 0.67357], [3.24889, -2.42104, 1.52380], [2.99333, -3.58210, 1.82069], [2.64968, -1.36971, 1.95653], [4.55180, -1.11821, -1.00746], [5.15154, -0.38713, 0.38045], [4.62430, -3.03689, 0.17140], [0.11360, -1.61973, -4.17309], [-1.34599, -0.81314, -3.73789], [-1.76956, 0.23811, -4.53157], [-2.84426, 1.02179, -4.14783], [-3.50369, 0.78116, -2.95117], [-3.08836, -0.26864, -2.16349], [-3.89892, -0.58420, -0.67342], [-2.02645, -1.11315, -2.53642], [-1.65812, -2.10971, -1.64759], [-1.13620, -3.33673, -1.92145], [-1.54812, -4.06962, -3.05306], [-0.98317, -5.29047, -3.30659], [0.01817, -5.78499, -2.45831], [0.40836, -5.07785, -1.32723], [-0.18785, -3.87242, -1.01026], [0.19400, -3.08715, 0.19967], [0.75528, -1.72507, -0.21663], [0.05475, -0.70619, 0.01034], [1.87607, -1.67816, -0.77468], [-1.23011, 0.45196, -5.44339], [-3.15864, 1.84653, -4.77269], [-4.33673, 1.39341, -2.63775], [-1.66476, -1.82362, -0.66913], [-2.31774, -3.66508, -3.69856], [-1.30818, -5.86332, -4.16365], [0.47687, -6.74115, -2.67278], [1.17275, -5.47218, -0.67030], [0.94868, -3.62314, 0.77584], [-0.66982, -2.89584, 0.84355], [2.41417, 3.10272, -0.61700], [3.59153, 2.96657, 0.37139], [4.82677, 3.71050, -0.15316], [3.17824, 3.54738, 1.74056], [3.88982, 1.62049, 0.52451], [2.14712, 4.15202, -0.72464], [1.53915, 2.55905, -0.24159], [2.70686, 2.70539, -1.58969], [4.62852, 4.78142, -0.18560], [5.09059, 3.37105, -1.15551], [5.67580, 3.53485, 0.50700], [2.94575, 4.60262, 1.61312], [4.00222, 3.44163, 2.44574], [2.31156, 3.01859, 2.13494], [-3.62470, 0.65700, 2.97513], [-2.22033, 0.33477, 2.87404], [-1.31167, 1.10611, 2.18532], [-0.04235, 0.64433, 2.43223], [0.97631, 1.22079, 1.96931], [-0.19484, -0.46189, 3.30783], [-1.53495, -0.60703, 3.55852], [-2.23156, -1.57090, 4.45175], [-1.65390, 2.13574, 1.26615], [-1.54676, 1.87613, -0.09376], [-1.85871, 2.87789, -1.00061], [-2.26061, 4.12816, -0.54984], [-2.34313, 4.38468, 0.81167], [-2.04108, 3.38681, 1.72622], [-3.86577, 1.44679, 2.27032], [-3.87777, 0.99916, 3.98111], [-4.23314, -0.21474, 2.74025], [0.61828, -1.06515, 3.67533], [-1.50701, -2.26598, 4.86682], [-2.99515, -2.13497, 3.91287], [-2.72157, -1.04916, 5.27611], [-1.20327, 0.90166, -0.42087], [-1.78736, 2.68247, -2.06346], [-2.50310, 4.90724, -1.26075], [-2.63180, 5.36562, 1.16488], [-2.08471, 3.57558, 2.79161]],
  "forces_ev_per_a": [[1.13, -0.42, 0.93], [-0.80, 0.59, 0.11], [-0.17, -0.11, 0.48], [0.70, -0.53, -0.55], [-0.19, 0.29, 0.09], [-0.42, 0.78, -0.19], [0.03, -0.07, -0.10], [0.31, -0.12, -0.10], [0.08, -0.05, -0.09], [-0.06, -0.07, 0.03], [0.01, -0.11, 0.37], [0.00, 0.03, -0.07], [-0.05, 0.00, 0.01], [-0.01, -0.06, -0.12], [-0.03, -0.17, 0.00], [-0.10, -0.01, 0.09], [-0.31, 0.28, -0.44], [0.27, -0.55, 0.02], [-0.35, 0.31, -0.04], [0.08, -0.06, -0.41], [-0.11, 0.20, -0.09], [0.02, -0.03, 0.08], [-0.08, -0.02, 0.04], [0.14, -0.13, 0.31], [0.01, -0.01, -0.05], [0.11, 0.05, -0.41], [-0.32, -0.27, 0.11], [-0.41, -0.37, 0.05], [0.01, -0.01, 0.01], [0.00, -0.02, -0.04], [0.02, 0.00, 0.04], [0.27, 0.21, 0.00], [0.01, 0.02, 0.02], [0.02, -0.04, 0.02], [0.00, 0.01, -0.02], [0.00, 0.02, 0.00], [0.03, 0.07, 0.04], [0.00, -0.11, 0.01], [0.11, -0.36, 0.17], [0.16, 1.03, -0.57], [-0.14, -0.20, 0.07], [0.01, -0.49, 0.23], [-0.32, -0.08, 0.55], [-0.02, 0.03, 0.01], [-0.07, 0.12, -0.02], [-0.04, 0.03, -0.04], [0.02, 0.00, -0.04], [-0.01, 0.00, 0.00], [0.00, 0.02, 0.02], [0.02, 0.02, -0.06], [0.01, 0.06, -0.01], [0.00, 0.05, -0.04], [-0.09, 0.10, 0.12], [-0.11, -0.24, -0.19], [0.37, 0.16, 0.21], [-0.34, -0.18, 0.32], [0.32, 0.04, -0.68], [0.13, -0.03, -0.05], [0.19, 0.11, -0.05], [-0.07, 0.05, -0.02], [-0.09, 0.05, -0.15], [-0.05, -0.01, -0.06], [0.04, 0.09, 0.03], [0.00, 0.01, -0.01], [-0.04, 0.03, 0.03], [0.07, -0.05, 0.01], [0.02, -0.01, -0.05], [0.02, 0.03, -0.03], [0.04, -0.05, -0.03], [-0.03, 0.00, -0.01], [-0.02, -0.02, 0.00], [0.02, -0.01, 0.02], [0.00, -0.03, 0.01], [-0.01, 0.14, 0.09], [0.06, 0.04, 0.06], [0.01, 0.02, 0.01], [-0.03, -0.01, -0.01], [0.00, 0.00, 0.00]],
  "energy_ha": -2936.73825,
  "charge": 1,
  "relative_energy_kj_mol": 61.86,
  "orbital_gap_ev": [8.17, 4.61],
  "lumo_energy_ev": [-2.4, -6.0],
  "multiplicity": 5,
  "homo_ha": [-0.3872, -0.3883]
}

=====

Question: The highest multiplicity belongs to which entry?
Answer: C30H34Cl2N5O6Pd

=====

Question: Look up the multiplicity of the first one.
Answer: 2

=====

Question: Which of these has the lowest multiplicity?
Answer: C30H34Cl2MoN5O3P2S4

=====

Question: Which value of multiplicity does entry 2 give?
Answer: 1